# C11H20AuClIN2O2PSe

C11H20AuClIN2O2PSe as an isolated structure (the ωB97M-V functional and the def2-TZVPD basis, the Open Molecules 2025 dataset).

Output
- multiplicity = 3
- ΔE to the lowest compared entry with this formula, charge and spin (kJ/mol) = 0.0
- LUMO (alpha / beta) (eV) = -8.9 / -10.0
- gap between HOMO and LUMO (alpha / beta) (eV) = 5.28 / 4.50
- total charge = +2

Last column: natural (NBO) charge in e.
Cartesian coordinates (Å):
C: -0.644 -3.317 -1.065  -0.791
C: 0.642 -2.702 -0.655  0.788
H: -0.511 -4.376 -1.345  0.317
H: -1.198 -2.799 -1.876  0.308
H: -1.300 -3.275 -0.182  0.312
O: 1.751 -3.039 -0.580  -0.278
I: 2.076 2.188 0.889  -0.137
Au: -0.578 -0.253 -0.863  0.743
P: -0.020 0.455 -3.050  1.097
C: 1.652 0.962 -3.519  -0.981
C: -0.624 -0.806 -4.207  -0.972
H: -2.026 1.693 -2.703  0.278
H: -1.143 2.337 -4.143  0.279
H: -0.581 2.724 -2.478  0.273
C: -1.044 1.955 -3.119  -0.974
H: -1.652 -1.072 -3.916  0.272
H: -0.609 -0.446 -5.246  0.284
H: 1.662 1.299 -4.569  0.288
H: 2.346 0.116 -3.412  0.267
H: 0.026 -1.694 -4.124  0.256
H: 1.982 1.789 -2.871  0.280
C: 1.513 -0.104 -0.553  0.224
O: 2.512 -0.742 -0.508  -0.519
Cl: -2.875 -0.218 -0.706  -0.559
C: -2.525 0.214 3.049  -0.424
N: -1.179 0.537 3.493  -0.297
C: -0.818 1.750 4.036  0.036
C: 0.539 1.739 4.188  0.017
N: 0.998 0.520 3.728  -0.276
C: 2.390 0.246 3.457  -0.461
C: -0.063 -0.213 3.245  0.155
Se: 0.012 -1.635 2.112  0.183
H: -2.647 0.448 1.987  0.246
H: -3.224 0.795 3.653  0.247
H: -2.699 -0.854 3.187  0.245
H: -1.534 2.543 4.200  0.270
H: 1.195 2.543 4.465  0.272
H: 2.671 0.942 2.629  0.236
H: 3.032 0.518 4.307  0.254
H: 2.494 -0.768 3.069  0.243

***

# C3H8N2O2

A single C3H8N2O2 molecule (the ωB97M-V functional and the def2-TZVPD basis, the Open Molecules 2025 dataset).

Output
- multiplicity = 1
- ΔE to the lowest compared entry with this formula, charge and spin (kJ/mol) = 23.1
- LUMO (eV) = 0.7
- gap between HOMO and LUMO (eV) = 10.49
- SMILES string = NC(=O)NCCO

Last column: natural (NBO) charge in e.
Cartesian coordinates (Å):
N: -2.553 -0.201 -0.491  -0.842
C: -1.202 -0.412 -0.269  0.788
O: -0.779 -1.499 0.103  -0.680
N: -0.419 0.683 -0.508  -0.636
C: 1.041 0.638 -0.450  -0.248
C: 1.601 0.059 0.857  -0.071
O: 1.850 -1.317 0.800  -0.732
H: -3.121 -0.943 -0.107  0.401
H: -2.912 0.725 -0.310  0.383
H: -0.814 1.386 -1.113  0.392
H: 1.371 1.677 -0.560  0.203
H: 1.463 0.059 -1.281  0.201
H: 0.919 0.330 1.680  0.161
H: 2.565 0.536 1.063  0.181
H: 0.990 -1.722 0.585  0.498